The following is a quantum chemistry calculation of C24H24N2O3S in the gas phase, from the OMol25 dataset.

## Properties
* E_HOMO: -7.97 eV
* frontier orbital gap: 0.30720 Ha
* structure (SMILES): COc1ccc(CSCC(=O)N/N=C/c2ccccc2OCc2ccccc2)cc1
* LUMO level: 0.389 eV
* total charge: 0

Each line ends with the Mulliken charge.
Geometry (Å):
C1 -0.34016 -2.91929 -2.08228  -0.670
H1 0.42578 -2.34940 -1.54757  0.112
O1 -1.60443 -2.77653 -1.48534  -0.434
C2 -2.16303 -1.53702 -1.43139  0.599
C3 -3.44604 -1.46828 -0.88753  -0.690
C4 -4.11147 -0.26491 -0.80671  -0.254
C5 -3.51446 0.90592 -1.26340  0.682
C6 -2.23130 0.83553 -1.78877  -0.665
C7 -1.55609 -0.36822 -1.87907  -0.298
H2 -0.56049 -0.37972 -2.29400  0.415
H3 -1.75002 1.74176 -2.13031  0.394
C8 -4.21812 2.22039 -1.17528  -1.372
H4 -4.17298 2.76009 -2.12179  0.493
H5 -5.25736 2.10777 -0.86851  0.384
S1 -3.42910 3.37036 0.02036  -0.132
C9 -4.00429 2.65666 1.59091  -0.696
C10 -3.50597 1.24062 1.84472  0.370
O2 -4.22078 0.38032 2.29460  -0.606
N1 -2.18946 1.08378 1.53630  -0.011
N2 -1.58777 -0.11303 1.59321  -0.445
C11 -0.39331 -0.22037 1.17114  -0.237
C12 0.28020 -1.49874 1.17021  1.033
C13 -0.40812 -2.66318 1.50615  -0.645
C14 0.22031 -3.89115 1.47536  -0.811
C15 1.55273 -3.96769 1.10559  -0.814
C16 2.26056 -2.82483 0.77077  -0.508
C17 1.63886 -1.58199 0.79844  0.376
O3 2.25104 -0.40853 0.48365  -0.252
C18 3.63572 -0.40551 0.20075  -0.775
C19 4.09105 1.02259 0.04975  0.525
C20 3.61824 1.99728 0.91878  -0.375
C21 4.04313 3.30778 0.79621  -0.553
C22 4.95247 3.65420 -0.18887  -0.449
C23 5.43030 2.68578 -1.05485  -0.542
C24 4.99768 1.37612 -0.93965  -0.553
H6 5.36940 0.62387 -1.62097  0.354
H7 6.13868 2.95073 -1.82582  0.385
H8 5.28726 4.67658 -0.28213  0.373
H9 3.66691 4.05998 1.47381  0.387
H10 2.91123 1.72158 1.68660  0.362
H11 3.84190 -0.96843 -0.72056  0.424
H12 4.18916 -0.87797 1.02775  0.456
H13 3.29693 -2.91552 0.48457  0.430
H14 2.05480 -4.92341 1.07375  0.396
H15 -0.32336 -4.78657 1.73283  0.403
H16 -1.44564 -2.56643 1.78105  0.470
H17 0.16155 0.63885 0.77834  0.487
H18 -1.69369 1.87550 1.11230  0.362
H19 -5.09449 2.66366 1.61165  0.393
H20 -3.62957 3.32464 2.36805  0.332
H21 -5.10296 -0.23475 -0.38041  0.323
H22 -3.90138 -2.37730 -0.53054  0.436
H23 -0.35769 -2.61377 -3.13420  0.395
H24 -0.10238 -3.97982 -2.01768  0.234

Forces on atoms 1 to 2 (eV/Å):
C 0.23 -0.03 -0.10
H -0.02 -0.01 -0.01

---

The following is a quantum chemistry calculation of a molecular structure, C24H24N2O6ReS4, from the OMol25 dataset.

## Properties
* E_HOMO (spin up / spin down): -8.25 / -7.98 eV
* frontier orbital gap (spin up / spin down): 0.22373 / 0.22683 Ha
* LUMO level (spin up / spin down): -2.158 / -1.811 eV
* total charge: 0
* spin multiplicity: 2

Each line ends with the Mulliken charge.
Geometry (Å):
Re1 -1.63585 0.15241 1.18094  0.642
C1 -0.81245 5.51721 2.18874  -1.489
C2 -1.00695 4.13711 2.72304  1.005
C3 0.05305 3.23611 2.73204  -0.703
C4 -0.14245 1.92541 3.12634  -0.026
C5 -1.40835 1.49941 3.50954  -0.302
C6 -2.45965 2.40481 3.58124  -0.413
C7 -2.25195 3.71371 3.18054  -0.926
S1 -1.62185 -0.24819 3.90634  1.596
O1 -0.28025 -0.81079 3.95444  -0.685
O2 -2.40255 -0.35849 5.10404  -0.818
N1 -2.37085 -0.95329 2.64264  -0.406
C8 -3.78885 -1.00959 2.72044  -0.470
C9 -4.36905 0.30471 2.08214  0.590
O3 -5.47795 0.68791 2.36284  -0.668
O4 -3.54585 0.87851 1.28724  -0.726
H1 0.19395 5.87791 2.38094  0.373
H2 -1.52855 6.21501 2.61234  0.420
H3 -0.95825 5.50251 1.10834  0.231
H4 1.03255 3.56511 2.41924  0.387
H5 0.67795 1.22281 3.15064  0.373
H6 -3.43175 2.09401 3.93754  0.553
H7 -3.06955 4.41861 3.22244  0.410
H8 -4.14145 -1.10389 3.75134  0.367
H9 -4.16295 -1.83859 2.11004  0.304
C10 3.79515 -1.24409 -4.61466  -0.769
C11 3.62385 -1.01179 -6.08526  0.598
O5 4.50715 -0.76279 -6.85176  -0.534
S2 1.97435 -1.23669 -6.75616  -0.120
C12 0.91115 -1.21389 -5.31856  -0.631
C13 0.46975 0.01531 -4.83646  -0.231
C14 -0.31685 0.06161 -3.70786  -0.616
C15 -0.68015 -1.12709 -3.05586  0.304
C16 -0.26495 -2.35639 -3.57266  -0.483
C17 0.52415 -2.39809 -4.70526  -0.166
C18 -1.31385 -0.98489 -1.80646  2.707
C19 -1.63945 -0.64249 -0.68006  -2.573
H10 2.91645 -0.96919 -4.04176  0.209
H11 4.66775 -0.69339 -4.26866  0.358
H12 3.98375 -2.31009 -4.47766  0.235
H13 0.76205 0.92561 -5.33856  0.453
H14 -0.65215 0.99951 -3.29376  0.508
H15 -0.54645 -3.26829 -3.06946  0.511
H16 0.85755 -3.34019 -5.11286  0.459
O6 0.33195 -0.66319 1.38904  -0.435
S3 0.63845 -2.02919 1.98344  0.505
C20 2.47715 -1.89999 2.01394  -0.677
C21 3.03795 -2.62049 0.79304  -0.782
C22 1.94075 -2.60089 -0.26646  -0.325
C23 0.69055 -3.05139 0.45794  -0.778
H17 2.84925 -2.30319 2.95214  0.522
H18 2.65625 -0.82759 1.98124  0.282
H19 3.28085 -3.65339 1.04804  0.324
H20 3.94775 -2.13069 0.44714  0.363
H21 2.17105 -3.25159 -1.10936  0.495
H22 1.78865 -1.58469 -0.63086  0.108
H23 0.74915 -4.09639 0.75214  0.521
H24 -0.22715 -2.85469 -0.08876  0.199
S4 0.31505 3.82711 -0.99106  -0.380
C24 -0.40385 2.60371 -0.30596  0.483
N2 -0.91295 1.66311 0.19254  -0.267

Forces on atoms 1 to 2 (eV/Å):
Re 0.76 0.19 -1.63
C -0.07 0.07 0.03

---

Number 1: largest force on an atom 1.1 eV Å⁻¹. Number 2: largest force on an atom 3.1 eV Å⁻¹.